# 1
Molecular formula: C51H121N3O11
Method: DFT, the ωB97M-V functional and the def2-TZVPD basis

Properties
SMILES: CC1(C)CCCC(C)(C)N1O.CC1(C)CCCC(C)(C)N1O.CC1(C)CCCC(C)(C)N1O.CC(C)O.CC(C)O.CC(C)O.CC(C)O.CC(C)O.CC(C)O.CC(C)O.CC(C)O
E: -3007.29119 a.u.
LUMO energy: 0.16 eV
HOMO level: -8.08 eV
HOMO-LUMO gap: 8.243 eV
ΔE to the lowest compared entry with this formula, charge and spin: 7.477 eV

Last column: Löwdin charge in e.
Atoms and positions in Å:
C -3.15 4.39 -9.23  -0.02
C -3.14 2.86 -8.81  -0.45
C -3.67 2.67 -7.35  -0.04
C -4.06 2.05 -9.72  -0.14
C -3.43 2.04 -11.13  -0.22
C -2.04 1.53 -11.16  -0.16
C -1.03 2.11 -10.12  -0.44
C -0.05 0.95 -9.87  -0.06
C -0.33 3.38 -10.75  -0.02
N -1.70 2.32 -8.77  -0.15
O -0.92 2.93 -7.87  -0.01
H -2.86 4.63 -10.25  0.06
H -4.20 4.66 -9.11  0.08
H -2.64 5.04 -8.52  0.08
H -4.73 2.92 -7.35  0.08
H -3.53 1.68 -6.92  0.08
H -3.13 3.32 -6.67  0.07
H -4.11 1.01 -9.38  0.12
H -5.09 2.38 -9.85  0.12
H -4.10 1.42 -11.71  0.11
H -3.44 3.04 -11.57  0.10
H -1.83 1.83 -12.18  0.12
H -2.11 0.44 -11.07  0.12
H 0.50 0.65 -10.76  0.09
H -0.58 0.07 -9.51  0.08
H 0.66 1.10 -9.06  0.07
H 0.30 3.91 -10.04  0.07
H -1.09 4.06 -11.12  0.06
H 0.40 3.06 -11.50  0.08
H -0.52 2.21 -7.36  0.11
C 2.50 1.85 -0.66  -0.06
C 2.21 0.37 -0.66  -0.52
C 3.31 -0.33 -1.49  -0.02
C 2.34 0.00 0.83  -0.17
C 1.75 -1.29 1.27  -0.18
C 0.31 -1.44 0.75  -0.15
C -0.01 -1.06 -0.66  -0.51
C 0.26 -2.23 -1.59  -0.04
C -1.52 -0.69 -0.85  -0.02
N 0.83 0.10 -1.09  -0.09
O 0.67 0.62 -2.43  -0.01
H 2.79 2.18 -1.66  0.08
H 1.64 2.38 -0.27  0.09
H 3.41 2.14 -0.14  0.09
H 4.31 -0.19 -1.09  0.08
H 3.18 -1.40 -1.69  0.07
H 3.25 0.15 -2.47  0.07
H 3.39 -0.05 1.14  0.12
H 1.93 0.78 1.48  0.12
H 2.37 -2.07 0.84  0.11
H 1.81 -1.41 2.35  0.12
H -0.30 -0.78 1.37  0.12
H -0.09 -2.42 1.00  0.13
H 1.17 -2.73 -1.26  0.08
H 0.33 -1.98 -2.65  0.09
H -0.61 -2.88 -1.49  0.08
H -1.74 0.34 -0.57  0.08
H -2.09 -1.25 -0.12  0.08
H -1.76 -0.88 -1.90  0.08
H 0.12 1.37 -2.17  0.09
C -0.36 -1.93 8.63  -0.05
C -0.70 -2.65 9.94  -0.44
C -2.08 -3.31 9.81  -0.06
C 0.30 -3.86 10.21  -0.13
C 1.67 -3.41 10.73  -0.20
C 1.43 -2.70 12.05  -0.14
C 0.62 -1.38 11.79  -0.45
C 0.30 -0.86 13.22  -0.06
C 1.39 -0.29 10.98  -0.01
N -0.70 -1.78 11.20  -0.15
O -1.68 -0.84 11.25  -0.01
H 0.70 -1.73 8.46  0.07
H -0.59 -2.51 7.74  0.08
H -0.91 -1.00 8.56  0.09
H -2.39 -3.93 10.65  0.08
H -2.89 -2.59 9.75  0.07
H -2.17 -3.95 8.93  0.08
H -0.01 -4.78 10.71  0.12
H 0.63 -4.20 9.23  0.11
H 2.30 -4.29 10.85  0.11
H 2.20 -2.82 9.98  0.10
H 2.43 -2.43 12.39  0.11
H 0.98 -3.31 12.84  0.12
H 1.18 -0.75 13.85  0.08
H -0.31 -1.60 13.73  0.08
H -0.12 0.15 13.23  0.08
H 1.03 -0.03 9.98  0.06
H 2.42 -0.60 10.80  0.07
H 1.34 0.68 11.48  0.07
H -2.31 -1.33 11.78  0.11
C -1.11 7.18 1.69  -0.07
C -2.01 6.34 2.59  -0.52
C -1.28 5.03 2.98  -0.06
O -2.35 7.05 3.73  -0.05
H -1.61 8.15 1.71  0.08
H -1.06 6.72 0.71  0.08
H -0.09 7.34 2.05  0.08
H -2.91 6.07 2.04  0.14
H -1.81 4.31 3.61  0.07
H -0.33 5.37 3.38  0.08
H -1.19 4.47 2.05  0.07
H -1.63 7.37 4.28  0.10
C 11.07 5.48 -1.31  -0.07
C 9.81 5.39 -0.50  -0.47
C 9.54 3.93 0.01  -0.05
O 9.88 6.18 0.71  -0.06
H 11.30 6.53 -1.54  0.07
H 10.90 4.98 -2.26  0.08
H 11.94 5.04 -0.81  0.08
H 8.97 5.77 -1.08  0.13
H 8.64 3.96 0.61  0.07
H 10.40 3.56 0.57  0.08
H 9.11 3.22 -0.69  0.07
H 10.01 7.05 0.33  0.07
C -9.65 -1.76 -1.03  -0.06
C -10.94 -0.90 -1.04  -0.46
C -12.06 -1.55 -0.25  -0.08
O -10.78 0.42 -0.46  -0.06
H -9.42 -2.15 -0.04  0.07
H -8.74 -1.32 -1.42  0.07
H -9.91 -2.65 -1.61  0.07
H -11.34 -0.83 -2.05  0.13
H -12.98 -1.11 -0.64  0.08
H -12.09 -1.30 0.81  0.08
H -12.17 -2.64 -0.32  0.08
H -10.74 0.19 0.47  0.07
C 6.52 0.76 6.78  -0.07
C 7.85 0.15 6.39  -0.48
C 8.97 1.23 6.23  -0.06
O 8.39 -0.69 7.38  -0.06
H 6.08 1.37 5.99  0.08
H 6.49 1.38 7.68  0.08
H 5.84 -0.04 7.07  0.07
H 7.71 -0.39 5.45  0.14
H 8.63 2.08 5.63  0.07
H 9.83 0.79 5.72  0.07
H 9.45 1.54 7.15  0.07
H 8.51 -0.18 8.19  0.09
C -8.73 -0.62 7.20  -0.06
C -8.52 -0.25 5.70  -0.44
C -7.20 -0.88 5.14  -0.06
O -9.49 -0.94 4.95  -0.10
H -8.90 -1.65 7.50  0.08
H -9.63 -0.09 7.50  0.07
H -7.93 -0.24 7.84  0.07
H -8.76 0.73 5.29  0.14
H -7.16 -0.75 4.05  0.07
H -7.19 -1.96 5.28  0.07
H -6.25 -0.51 5.53  0.07
H -9.71 -1.78 5.35  0.08
C -6.45 -8.87 -2.33  -0.04
C -4.97 -8.84 -1.79  -0.53
C -4.88 -8.03 -0.51  -0.07
O -4.62 -10.16 -1.59  -0.03
H -6.94 -7.93 -2.09  0.07
H -7.06 -9.64 -1.85  0.08
H -6.35 -9.03 -3.40  0.07
H -4.39 -8.30 -2.54  0.13
H -3.84 -7.91 -0.18  0.07
H -5.39 -8.62 0.25  0.08
H -5.41 -7.08 -0.55  0.08
H -3.84 -10.16 -1.03  0.09
C 3.40 -6.79 -6.27  -0.06
C 2.92 -6.23 -7.62  -0.51
C 3.59 -4.98 -8.13  -0.06
O 3.16 -7.20 -8.60  -0.05
H 3.24 -6.00 -5.53  0.07
H 4.46 -7.02 -6.22  0.08
H 2.82 -7.60 -5.82  0.08
H 1.83 -6.16 -7.53  0.14
H 3.40 -4.13 -7.47  0.07
H 3.04 -4.66 -9.02  0.08
H 4.66 -5.04 -8.33  0.08
H 3.91 -7.67 -8.24  0.08
C 7.39 6.09 -6.25  -0.08
C 7.18 5.02 -7.29  -0.44
C 6.42 3.75 -6.73  -0.05
O 6.23 5.50 -8.28  -0.09
H 8.17 5.76 -5.57  0.08
H 6.49 6.36 -5.70  0.08
H 7.67 7.05 -6.69  0.08
H 8.14 4.82 -7.76  0.14
H 6.04 3.21 -7.60  0.07
H 5.55 4.02 -6.14  0.07
H 7.11 3.13 -6.14  0.07
H 5.37 5.63 -7.88  0.08

***

# 2
Molecular formula: H2O5PSi
Method: DFT, the ωB97M-V functional and the def2-TZVPD basis

Properties
Net charge: -1
E: -1008.40574 a.u.
LUMO energy: 3.54 eV
HOMO level: -5.15 eV
HOMO-LUMO gap: 8.690 eV
ΔE to the lowest compared entry with this formula, charge and spin: 0.000 eV

Last column: Löwdin charge in e.
Atoms and positions in Å:
O 0.11 0.17 2.58  -0.33
O -1.79 1.04 1.05  -0.36
O -0.18 -1.50 -0.68  -0.28
O -0.48 -1.26 0.67  -0.26
O 0.66 0.82 0.16  -0.34
Si 0.55 -0.13 -1.18  0.42
P -0.46 0.36 1.23  0.17
H 2.04 -0.13 -1.74  -0.02
H -0.45 0.62 -2.09  0.00

***

# 3
Molecular formula: C4H4O2
Method: DFT, the ωB97M-V functional and the def2-TZVPD basis

Properties
E: -305.13317 a.u.
LUMO energy: -0.25 eV
HOMO level: -8.90 eV
HOMO-LUMO gap: 8.652 eV
ΔE to the lowest compared entry with this formula, charge and spin: 3.981 eV

Last column: Löwdin charge in e.
Atoms and positions in Å:
O -0.13 2.07 0.55  0.12
C -0.06 0.93 0.17  -0.37
C -1.14 -0.14 0.00  -0.10
C -0.25 -1.37 -0.18  0.02
O 0.72 -0.93 -0.99  -0.10
C 1.15 0.06 -0.06  -0.12
H -1.71 -0.02 -0.93  0.14
H -1.84 -0.20 0.84  0.12
H 1.20 -0.57 0.89  0.15
H 2.14 0.37 -0.32  0.14

***

# 4
Molecular formula: C2H2AgFLiO2
Method: DFT, the ωB97M-V functional and the def2-TZVPD basis

Properties
Net charge: +1
E: -482.02738 a.u.
LUMO energy: -5.86 eV
HOMO level: -13.92 eV
HOMO-LUMO gap: 8.061 eV
ΔE to the lowest compared entry with this formula, charge and spin: 0.000 eV

Last column: Löwdin charge in e.
Atoms and positions in Å:
H 0.99 -0.52 1.00  0.16
O -1.11 1.46 0.59  0.08
C -0.70 0.39 0.98  -0.45
C 0.18 -0.53 0.18  -0.34
O 0.51 0.03 -1.02  -0.43
Li -0.40 1.65 -1.27  0.81
Ag 2.08 -0.78 -2.64  0.86
F -1.26 -0.18 2.05  0.15
H -0.30 -1.52 0.13  0.15

***

# 5
Molecular formula: C6H8
Method: DFT, the ωB97M-V functional and the def2-TZVPD basis

Properties
SMILES: C=C1C=CCC1
E: -233.35328 a.u.
LUMO energy: 1.03 eV
HOMO level: -8.39 eV
HOMO-LUMO gap: 9.418 eV
ΔE to the lowest compared entry with this formula, charge and spin: 0.918 eV

Last column: Löwdin charge in e.
Atoms and positions in Å:
C -0.48 -2.04 0.75  0.06
C -0.24 -0.81 0.18  -0.34
C 0.62 -0.60 -0.98  -0.10
C 0.87 0.68 -1.14  -0.11
C 0.37 1.63 -0.01  -0.14
C -0.75 0.58 0.57  -0.16
H 0.00 -2.88 0.33  0.04
H -1.13 -2.11 1.63  0.06
H 0.96 -1.42 -1.61  0.11
H 1.27 1.11 -2.07  0.10
H 1.28 1.83 0.76  0.14
H -0.11 2.62 -0.30  0.10
H -0.87 0.66 1.72  0.12
H -1.81 0.76 0.17  0.13

***

# 6
Molecular formula: C45H95N6O8Tl
Method: DFT, the ωB97M-V functional and the def2-TZVPD basis

Properties
Net charge: +2
E: -2873.13440 a.u.
LUMO energy: -10.01 eV
HOMO level: -11.04 eV
HOMO-LUMO gap: 1.035 eV

Last column: Löwdin charge in e.
Atoms and positions in Å:
Tl 5.95 0.39 1.52  0.98
N 0.57 -0.66 0.38  -0.64
O 1.06 0.25 -0.32  0.04
O 1.29 -1.11 1.27  0.05
O -0.51 -1.14 0.16  0.10
C -7.14 -2.40 -6.26  0.01
C -5.54 -2.60 -6.28  -0.41
C -4.92 -2.83 -7.68  -0.15
C -4.69 -1.66 -8.62  -0.16
C -3.80 -0.66 -7.80  -0.14
C -4.48 -0.17 -6.54  -0.47
N -4.81 -1.41 -5.75  0.01
O -4.99 -1.24 -4.37  0.02
C -3.51 0.72 -5.85  -0.03
C -5.75 0.71 -6.87  0.00
C -5.33 -3.94 -5.55  -0.05
H -7.44 -1.99 -5.29  0.08
H -7.75 -3.30 -6.28  0.09
H -7.49 -1.64 -6.96  0.07
H -4.05 -3.48 -7.69  0.12
H -5.65 -3.36 -8.30  0.12
H -5.69 -1.29 -8.84  0.10
H -4.25 -1.77 -9.61  0.12
H -3.47 0.26 -8.29  0.13
H -2.87 -1.22 -7.73  0.12
H -3.80 1.77 -5.92  0.09
H -3.64 0.56 -4.78  0.08
H -2.46 0.53 -6.05  0.10
H -6.27 0.97 -5.95  0.09
H -5.62 1.69 -7.32  0.09
H -6.42 0.20 -7.57  0.06
H -5.62 -4.03 -4.51  0.09
H -4.30 -4.28 -5.41  0.08
H -5.71 -4.72 -6.22  0.10
H -4.20 -1.41 -3.85  0.12
C 0.65 -8.82 6.91  -0.02
C 1.87 -7.92 7.05  -0.50
C 1.56 -6.71 6.09  -0.10
C 0.62 -5.61 6.67  -0.18
C 1.08 -5.18 8.02  -0.23
C 1.27 -6.25 8.94  -0.43
N 2.18 -7.35 8.34  -0.06
O 2.51 -8.12 9.41  0.03
C 1.92 -5.53 10.23  -0.01
C -0.07 -6.96 9.41  0.00
C 3.11 -8.63 6.48  -0.02
H 0.59 -9.39 7.84  0.08
H 0.39 -9.46 6.06  0.10
H -0.26 -8.21 6.94  0.07
H 2.44 -6.17 5.73  0.11
H 1.14 -7.02 5.13  0.12
H -0.44 -5.85 6.75  0.11
H 0.59 -4.66 6.13  0.11
H 0.29 -4.47 8.25  0.14
H 1.98 -4.56 7.99  0.13
H 1.93 -6.26 11.03  0.08
H 2.93 -5.22 9.95  0.08
H 1.37 -4.64 10.54  0.09
H 0.00 -7.96 9.84  0.08
H -0.52 -6.37 10.21  0.09
H -0.83 -6.95 8.62  0.07
H 3.93 -7.96 6.22  0.08
H 2.85 -9.03 5.50  0.09
H 3.43 -9.33 7.25  0.09
H 1.78 -8.73 9.39  0.09
C 4.92 8.17 1.94  -0.04
C 3.87 8.48 0.89  -0.50
C 4.40 9.74 0.21  -0.14
C 3.66 10.20 -1.07  -0.17
C 3.45 9.02 -1.98  -0.20
C 2.94 7.67 -1.46  -0.44
N 3.58 7.41 -0.13  -0.08
O 3.09 6.25 0.44  0.01
C 1.38 7.70 -1.48  0.00
C 3.63 6.70 -2.54  -0.03
C 2.62 8.88 1.70  -0.03
H 4.56 7.55 2.76  0.08
H 5.05 9.08 2.53  0.09
H 5.80 7.83 1.39  0.10
H 4.17 10.60 0.84  0.12
H 5.48 9.69 0.14  0.12
H 4.14 10.99 -1.65  0.13
H 2.62 10.34 -0.78  0.10
H 4.43 9.03 -2.45  0.12
H 2.84 9.46 -2.77  0.13
H 1.20 7.82 -2.55  0.09
H 0.82 6.86 -1.08  0.08
H 1.14 8.58 -0.89  0.07
H 3.67 6.95 -3.59  0.08
H 4.68 6.47 -2.38  0.08
H 3.09 5.76 -2.37  0.07
H 2.27 8.01 2.26  0.08
H 1.82 9.05 0.98  0.07
H 2.75 9.73 2.38  0.10
H 2.20 6.54 0.66  0.08
C 6.56 -3.77 -5.81  -0.01
C 5.39 -3.21 -4.90  -0.44
C 3.96 -3.87 -5.28  -0.14
C 3.62 -5.24 -4.79  -0.20
C 4.07 -5.52 -3.30  -0.07
C 5.59 -4.95 -2.96  -0.45
N 5.73 -3.53 -3.49  -0.09
O 6.90 -2.83 -3.03  0.00
C 5.72 -4.97 -1.44  -0.06
C 6.57 -5.92 -3.49  -0.07
C 5.27 -1.69 -5.20  -0.04
H 6.57 -3.40 -6.83  0.09
H 6.34 -4.84 -5.79  0.06
H 7.53 -3.74 -5.30  0.07
H 3.20 -3.10 -5.16  0.11
H 3.85 -3.97 -6.36  0.12
H 4.14 -5.93 -5.46  0.10
H 2.55 -5.42 -4.84  0.11
H 4.07 -6.61 -3.27  0.11
H 3.31 -4.97 -2.75  0.11
H 4.92 -4.40 -0.97  0.08
H 5.62 -5.98 -1.03  0.09
H 6.66 -4.59 -1.03  0.08
H 7.48 -5.67 -4.03  0.09
H 6.83 -6.67 -2.75  0.09
H 6.13 -6.69 -4.13  0.09
H 4.44 -1.22 -4.68  0.08
H 4.90 -1.66 -6.22  0.08
H 6.25 -1.22 -5.05  0.08
H 7.48 -3.52 -3.36  0.07
C -3.81 4.37 5.44  -0.01
C -4.36 4.19 3.95  -0.39
C -5.08 2.82 3.97  -0.15
C -5.93 2.62 2.74  -0.20
C -6.94 3.68 2.31  -0.13
C -6.28 5.08 2.24  -0.42
N -5.36 5.18 3.48  -0.08
O -4.91 6.42 3.67  0.04
C -5.35 5.22 0.98  0.00
C -7.43 6.05 2.29  -0.05
C -3.10 4.04 2.90  0.00
H -4.53 4.19 6.23  0.08
H -3.55 5.42 5.58  0.07
H -2.98 3.69 5.61  0.09
H -4.33 2.03 3.92  0.12
H -5.63 2.60 4.89  0.12
H -6.53 1.74 2.97  0.12
H -5.28 2.39 1.89  0.10
H -7.68 3.68 3.12  0.13
H -7.27 3.29 1.35  0.13
H -4.59 5.93 1.29  0.08
H -4.92 4.31 0.56  0.08
H -5.82 5.77 0.16  0.09
H -7.36 7.12 2.12  0.09
H -8.32 5.78 1.71  0.10
H -7.83 6.12 3.30  0.09
H -3.37 3.48 2.01  0.06
H -2.37 3.30 3.20  0.08
H -2.59 4.97 2.63  0.08
H -5.37 6.57 4.50  0.13

***

# 7
Molecular formula: C3H3NOS
Method: DFT, the ωB97M-V functional and the def2-TZVPD basis

Properties
SMILES: Sc1ccon1
E: -644.20745 a.u.
LUMO energy: 0.70 eV
HOMO level: -9.13 eV
HOMO-LUMO gap: 9.825 eV
ΔE to the lowest compared entry with this formula, charge and spin: 2.163 eV

Last column: Löwdin charge in e.
Atoms and positions in Å:
S 1.95 -0.09 -0.06  0.83
C 0.28 0.10 0.09  -0.73
C -0.68 1.23 0.10  -0.03
C -1.83 0.50 -0.06  -0.22
O -1.73 -0.78 -0.10  -0.04
N -0.41 -1.10 0.16  0.02
H 2.41 1.17 0.14  -0.11
H -0.51 2.32 -0.07  0.12
H -2.95 0.85 -0.11  0.17

***

# 8
Molecular formula: C25H42Br5N4O
Method: DFT, the ωB97M-V functional and the def2-TZVPD basis

Properties
Net charge: +1
E: -14141.22315 a.u.
LUMO energy: -4.10 eV
HOMO level: -11.10 eV
HOMO-LUMO gap: 7.000 eV

Last column: Löwdin charge in e.
Atoms and positions in Å:
C 1.51 -0.94 4.72  -0.12
O 2.21 -1.73 3.67  -0.25
C 1.18 -2.40 2.86  -0.25
C 1.76 -3.31 1.61  -0.17
C 0.50 -4.01 0.75  -0.18
C -0.21 -2.78 -0.13  -0.20
C -1.85 -2.87 -0.14  -0.21
C -2.63 -1.45 0.07  -0.14
C -1.85 -0.13 -0.51  -0.01
C -1.32 -0.23 -2.09  0.03
C -0.49 1.01 -2.78  -0.16
C 0.04 0.80 -4.35  -0.66
Br -0.98 1.40 -5.96  0.64
C 1.38 0.09 -4.46  -0.59
C 2.10 -0.28 -5.89  -0.14
Br 2.35 -0.44 -2.75  0.63
C -0.25 2.35 -1.88  0.07
C -0.82 2.35 -0.30  -0.04
C -0.52 3.76 0.53  -0.14
C 0.82 3.50 1.48  -0.21
C 2.08 2.86 0.58  -0.20
C 3.44 3.03 1.52  -0.22
N 4.73 2.78 0.77  -0.04
C 4.89 1.34 0.34  -0.37
N 4.87 1.04 -1.00  0.05
N 5.05 0.15 1.30  0.04
N -1.55 1.15 0.32  -0.01
C -2.01 1.17 1.78  -0.13
C -3.60 1.51 1.97  -0.35
C -4.44 0.37 2.81  -0.11
C -4.42 1.81 0.58  -0.11
H 1.48 -1.61 5.71  0.12
H 2.04 0.10 4.88  0.10
H 0.39 -0.70 4.47  0.08
H 0.48 -3.12 3.50  0.14
H 0.46 -1.54 2.46  0.11
H 2.28 -2.56 0.84  0.11
H 2.59 -4.08 1.91  0.13
H 1.03 -4.75 0.00  0.12
H -0.26 -4.56 1.45  0.11
H 0.15 -2.94 -1.23  0.11
H 0.24 -1.79 0.30  0.09
H -2.28 -3.43 -1.08  -0.04
H -2.15 -3.55 0.79  0.12
H -2.96 -1.39 1.19  0.10
H -3.64 -1.53 -0.56  0.13
H -1.52 -1.19 -2.75  -0.06
H 3.19 0.16 -5.84  0.10
H 1.52 0.11 -6.83  0.07
H 2.22 -1.46 -5.99  0.11
H 0.34 3.29 -2.31  0.13
H -1.46 4.10 1.18  0.13
H -0.21 4.64 -0.21  0.13
H 1.24 4.50 1.96  0.12
H 0.63 2.72 2.34  0.11
H 2.17 3.43 -0.45  0.12
H 1.81 1.71 0.46  0.11
H 3.46 4.17 1.87  0.13
H 3.34 2.37 2.51  0.14
H 4.82 3.44 -0.06  0.12
H 4.76 1.89 -1.60  0.03
H 4.44 -0.65 1.01  0.07
H 6.04 -0.19 1.12  0.09
H -1.42 1.94 2.44  0.12
H -1.75 0.10 2.23  0.13
H -3.67 2.51 2.62  0.14
H -5.28 0.83 3.50  0.10
H -3.73 -0.28 3.46  0.08
H -4.94 -0.35 2.02  0.08
H -4.57 0.81 -0.06  0.09
H -5.53 2.12 0.91  0.11
H -4.02 2.70 -0.05  0.08
C -2.83 -3.53 -4.75  -1.52
Br -3.35 -4.14 -2.97  0.68
Br -1.62 -2.01 -4.67  0.71
Br -2.10 -4.98 -5.82  0.60
H -3.74 -3.19 -5.25  -0.01